*a*
The following is a quantum chemistry calculation of a cluster of 2 separate species, C4H15N2O in total, from the Open Molecules 2025 dataset.

The geometry in ORCA input format:
```
! wB97M-V def2-TZVPD RIJCOSX def2/J DEFGRID3
* xyz 1 1
N -1.530 -1.241 -0.811
C -1.930 0.219 -0.697
C -1.313 0.861 0.511
N 0.004 0.259 0.683
C 1.087 0.999 -0.012
C 2.020 1.385 1.111
H -1.937 -1.658 -1.664
H -1.828 -1.899 -0.069
H -0.427 -1.182 -0.722
H -1.591 0.735 -1.620
H -2.990 0.283 -0.710
H -1.889 0.810 1.456
H -1.098 1.997 0.400
H 0.239 -0.118 1.693
H 0.537 1.902 -0.503
H 1.678 0.336 -0.770
H 1.854 2.294 1.612
H 2.159 0.692 1.954
H 3.016 1.445 0.763
H 1.686 -2.939 -1.556
H 1.147 -2.733 -0.064
O 1.105 -2.447 -0.985
*
```

Its LUMO energy is -3.1 eV.

***

*b*
The following is a quantum chemistry calculation of a cluster of 4 separate species, C4H15N2O in total, from the Open Molecules 2025 dataset.

The geometry in ORCA input format:
```
! wB97M-V def2-TZVPD RIJCOSX def2/J DEFGRID3
* xyz 1 1
N 0.122 -0.801 2.078
C -0.823 -1.360 1.121
C -1.153 -0.147 0.278
N 0.055 0.279 -0.419
C -0.173 1.702 -0.608
C 0.840 2.276 -1.585
H 0.941 -0.445 1.398
H -1.645 3.173 0.975
H 0.483 -1.539 2.700
H -1.765 -1.593 1.605
H -0.379 -2.176 0.545
H -2.025 -0.405 -0.400
H -1.429 0.698 0.908
H 0.963 -1.426 -0.965
H -1.220 2.000 -0.970
H 0.125 2.292 0.351
H 1.848 2.030 -1.138
H 0.814 3.464 -1.655
H 0.709 1.780 -2.577
H -2.079 2.855 1.676
H 1.594 -2.662 -1.769
O 1.210 -2.402 -0.942
*
```

Its LUMO energy is -8.7 eV.

***

Which structure wins on stability? *a* wins.

***

*a*
The following is a quantum chemistry calculation of a cluster of 2 separate species, C4H15N2O in total, from the Open Molecules 2025 dataset.

The geometry in ORCA input format:
```
! wB97M-V def2-TZVPD RIJCOSX def2/J DEFGRID3
* xyz 1 1
C -1.232 -2.056 -0.438
N 0.186 -2.066 -1.109
C -1.588 -0.525 -0.421
N -0.393 0.502 -0.297
C -0.404 0.911 1.209
C 0.703 1.912 1.648
H -1.886 -2.857 -0.951
H -1.167 -2.442 0.506
H 0.728 -2.810 -0.607
H -0.065 -2.355 -2.043
H -1.985 -0.295 -1.502
H -2.266 -0.249 0.369
H 0.370 -0.089 -0.585
H -0.201 1.346 -0.859
H -0.450 -0.005 1.707
H -1.281 1.418 1.415
H 0.589 2.659 0.763
H 0.221 2.606 2.397
H 1.705 1.689 1.985
H 2.670 1.507 -0.638
H 3.269 0.523 -1.524
O 2.475 0.676 -1.027
*
```

Its LUMO energy is -2.7 eV.

***

*b*
The following is a quantum chemistry calculation of a cluster of 2 separate species, C4H15N2O in total, from the Open Molecules 2025 dataset.

The geometry in ORCA input format:
```
! wB97M-V def2-TZVPD RIJCOSX def2/J DEFGRID3
* xyz 1 1
C 0.564 0.693 -1.280
C 0.378 -0.774 -0.986
C -0.044 -1.064 0.466
C 1.040 -1.018 1.581
N 2.361 -0.698 1.109
N -0.558 1.568 -0.800
H 1.490 0.992 -0.796
H 0.752 0.947 -2.319
H 1.349 -1.222 -1.172
H -0.341 -1.266 -1.656
H -0.947 -0.513 0.719
H -0.462 -2.080 0.411
H 1.100 -2.003 2.041
H 0.741 -0.264 2.313
H 3.116 -1.335 1.281
H 2.597 0.285 1.132
H -0.621 1.611 0.212
H -1.458 1.175 -1.079
H -0.390 2.512 -1.148
H -3.898 1.182 0.583
H -3.509 0.193 -0.468
O -3.259 1.079 -0.144
*
```

Its LUMO energy is -3.3 eV.

***

Which structure wins on stability? *b* wins.

***

*a*
The following is a quantum chemistry calculation of a cluster of 3 separate species, C4H15N2O in total, from the Open Molecules 2025 dataset.

The geometry in ORCA input format:
```
! wB97M-V def2-TZVPD RIJCOSX def2/J DEFGRID3
* xyz 1 1
C -0.721 -2.752 -0.117
N -0.771 -2.213 -1.451
C 0.711 -2.493 0.442
N 1.190 1.638 -0.444
C 0.811 2.768 0.339
C -0.162 2.388 1.438
H -0.878 -3.824 -0.199
H -1.457 -2.247 0.524
H -1.003 -1.185 -1.444
H -1.469 -2.667 -2.041
H 1.385 -3.334 0.342
H 0.683 -2.235 1.501
H 1.100 -1.635 -0.098
H 1.547 1.971 -1.341
H 1.762 2.993 0.885
H 0.506 3.711 -0.121
H -0.381 3.239 2.073
H 0.155 1.515 1.991
H -1.066 2.075 0.890
H 0.295 1.096 -0.631
H -1.185 0.914 -1.632
O -1.051 0.275 -0.907
*
```

Its LUMO energy is -9.4 eV.

***

*b*
The following is a quantum chemistry calculation of a cluster of 2 separate species, C4H15N2O in total, from the Open Molecules 2025 dataset.

The geometry in ORCA input format:
```
! wB97M-V def2-TZVPD RIJCOSX def2/J DEFGRID3
* xyz 1 1
C -1.121 -0.666 2.166
C -0.209 -0.137 1.065
C -0.994 0.890 0.247
C -0.380 1.352 -1.072
N -0.186 0.223 -2.041
N 0.171 -1.357 0.239
H -1.824 -1.382 1.711
H -0.671 -1.211 2.997
H -1.787 0.036 2.678
H 0.681 0.331 1.487
H -1.179 1.739 0.893
H -2.000 0.531 -0.027
H -1.007 2.092 -1.570
H 0.629 1.751 -0.958
H -1.051 -0.003 -2.515
H 0.552 0.444 -2.722
H 1.066 -1.666 0.598
H -0.570 -2.045 0.244
H 0.257 -0.996 -0.796
H 3.564 0.370 -0.284
H 3.239 -0.296 -1.589
O 2.819 0.000 -0.751
*
```

Its LUMO energy is -2.8 eV.

***

Which structure wins on stability? *b* wins.